[1]
ORCA calculation (ωB97M-V with the def2-TZVPD basis set) on C6H10P2 in the gas phase at a distorted geometry.

Computed properties:
ΔE to the lowest compared entry with this formula, charge and spin (kcal/mol): 24.1
E_LUMO (eV): 0.5
Structure (SMILES): PC1=CC=C[C@H](P)C1
HOMO-LUMO gap (eV): 8.6
F_max (Eh/bohr): 0.06433
E_HOMO (Ha): -0.2951

Geometry as ORCA input:
```
! RIJCOSX wB97M-V def2-TZVPD def2/J DEFGRID3
* xyz 0 1
P -0.06009 -2.70807 0.39766
C 0.41736 -0.99422 0.01387
C 1.56458 -0.42742 0.44457
C 1.86618 0.91427 0.05256
C 0.87353 1.72910 -0.44333
C -0.42214 1.24745 -0.90757
P -1.49852 1.51425 0.64436
C -0.34829 -0.30754 -1.04723
H -1.21210 -2.41000 1.01691
H 0.59245 -2.52014 1.66890
H 2.34861 -0.84211 1.05190
H 2.82029 1.44140 0.23415
H 1.11192 2.80475 -0.52195
H -0.81137 1.50119 -1.88499
H -0.93716 0.49819 1.25271
H -2.56843 0.59129 0.49272
H -1.47824 -0.65387 -1.24438
H 0.22833 -0.68303 -1.88088
*
```

***

[2]
ORCA calculation (ωB97M-V with the def2-TZVPD basis set) on a molecular structure, C2Br4O at a distorted geometry.

Computed properties:
ΔE to the lowest compared entry with this formula, charge and spin (kcal/mol): 20.6
E_LUMO (eV): -0.5
HOMO-LUMO gap (eV): 9.4
F_max (Eh/bohr): 0.07340
E_HOMO (Ha): -0.3605

Geometry as ORCA input:
```
! RIJCOSX wB97M-V def2-TZVPD def2/J DEFGRID3
* xyz 0 1
C -0.04589 0.52049 -0.72066
C -0.92702 -0.30420 0.81273
O 0.44248 1.57999 -0.58408
Br -0.17293 -0.61308 -2.22475
Br -0.98400 -2.15675 0.72335
Br 0.05368 0.35870 2.38971
Br -2.62891 0.61052 0.49829
*
```

***

[3]
ORCA calculation (ωB97M-V with the def2-TZVPD basis set) on a molecular structure, C28H25Cl2IrN6OS at a distorted geometry.

Computed properties:
E_LUMO (spin up / spin down) (eV): -6.1 / -5.3
Expectation value of S²: 0.852
HOMO-LUMO gap (spin up / spin down) (eV): 4.6 / 5.5
F_max (Eh/bohr): 0.07273
E_HOMO (spin up / spin down) (Ha): -0.3933 / -0.3968

Geometry as ORCA input:
```
! RIJCOSX wB97M-V def2-TZVPD def2/J DEFGRID3
* xyz 1 2
Ir 0.38684 1.06883 0.40674
C 3.09854 -2.60947 -0.66206
C 2.40514 -1.44817 -0.03046
N 1.79094 -0.51307 -0.78036
N 1.84634 -0.41067 -2.05736
C 1.31584 0.69543 -2.59806
O 0.83434 1.61373 -1.87636
C 1.28344 0.78633 -4.05056
C 1.73194 -0.27467 -4.84326
C 1.61834 -0.20107 -6.21536
C 1.07044 0.92833 -6.81006
C 0.64974 1.99683 -6.02716
C 0.75234 1.93213 -4.65376
C 2.34384 -1.21157 1.34774
C 3.06014 -1.99077 2.29414
C 3.02444 -1.66817 3.61934
C 2.28644 -0.54127 4.02304
C 1.59614 0.17493 3.06884
N 1.57204 -0.14077 1.77854
H 2.83434 -2.65937 -1.71656
H 2.82174 -3.54347 -0.17366
H 4.18134 -2.49327 -0.58176
H 2.15264 -1.14327 -4.36056
H 1.95324 -1.02607 -6.82646
H 0.96214 0.97773 -7.88386
H 0.23684 2.87753 -6.49616
H 0.42344 2.75123 -4.03126
H 3.64734 -2.82147 1.94154
H 3.56614 -2.25387 4.34284
H 2.25274 -0.23787 5.05364
H 1.03474 1.05063 3.36574
C -0.99536 -1.74157 0.29164
N -0.92016 -0.36337 -0.12026
C -1.80426 0.06153 -0.99236
C -1.92986 1.43793 -1.17596
C -2.72546 2.26543 -2.00566
C -2.35836 3.55983 -1.72086
C -1.35226 3.49443 -0.72806
N -1.11796 2.23703 -0.39516
C -1.92386 -1.90337 1.48684
C -1.51686 -2.61157 2.60714
C -2.39106 -2.80427 3.66414
C -3.67436 -2.29047 3.61164
C -4.08036 -1.56847 2.50274
C -3.20876 -1.37837 1.44614
H -0.00066 -2.10677 0.55304
H -1.38986 -2.35477 -0.52946
H -2.41996 -0.63377 -1.55646
H -3.45486 1.92703 -2.71686
H -2.74976 4.46153 -2.15096
H -0.82346 4.30803 -0.26676
H -0.51556 -3.01747 2.65964
H -2.06596 -3.34877 4.53854
H -4.35916 -2.44317 4.43014
H -5.07386 -1.15177 2.45524
H -3.53246 -0.80727 0.58784
S 2.65904 4.91053 1.70674
C 1.98404 3.55403 1.25434
N 1.47514 2.54003 0.93474
Cl -1.02556 -0.19957 4.83144
C -1.74926 1.32763 4.31044
Cl -1.71386 1.49383 2.53854
H -1.18756 2.15093 4.75194
H -2.79136 1.32973 4.62904
*
```

***

no.,total energy (Ha)
1,-917.2071
2,-10447.4512
3,-2908.3634